This record from the OMol25 dataset describes the molecule C6H14ClN in a non-equilibrium geometry. The level of theory is ωB97M-V/def2-TZVPD.

Structure (XYZ):
```
22
Properties=species:S:1:pos:R:3:forces:R:3
C -0.184104 -2.480688 0.480453 -0.41 -1.84 3.31
C -1.204962 -1.209698 -1.300488 -1.13 0.04 0.17
C -0.592057 2.079679 -0.124751 0.48 1.19 -0.04
C 1.859951 1.866759 0.755542 -1.81 0.13 0.04
C -0.531145 -1.065075 0.114334 0.13 -0.94 -2.11
C 0.433564 1.250927 0.629237 2.27 1.46 -4.24
N 0.632397 -0.221152 -0.093613 -1.81 1.48 1.77
Cl -0.095970 1.058989 2.388552 -1.47 -0.85 4.90
H -0.926550 -3.220139 0.258957 -1.13 0.12 -1.12
H 0.644639 -2.828214 -0.105972 0.91 -0.11 0.22
H -0.207837 -2.852588 1.617439 1.19 1.75 -1.96
H -0.567863 -1.789154 -1.969509 0.14 0.07 0.11
H -1.422825 -0.253603 -1.775543 0.09 0.06 0.09
H -2.175657 -1.769707 -1.229945 0.89 0.53 0.22
H -0.469696 1.893900 -1.167008 0.37 0.12 -1.18
H -1.639354 1.787045 0.033690 0.24 0.19 0.70
H -0.453581 3.220110 0.010641 -0.31 -1.89 0.07
H 2.625650 1.332578 1.282709 -0.16 -0.91 0.99
H 1.712110 2.816944 1.259461 0.13 0.09 0.07
H 2.349638 2.047575 -0.149340 0.40 0.62 -2.01
H -1.131451 -0.525234 0.830816 -0.51 -0.05 0.03
H 1.509380 -0.479691 0.275001 1.50 -1.26 -0.04
```
Forces are in eV/Å.

Values from the calculation:
LUMO energy (spin up / spin down) (Ha): 0.0274 / -0.1201
Largest force on an atom (Eh/bohr): 0.10091
Orbital gap (spin up / spin down) (eV): 3.86 / 6.21
Spin multiplicity: 3